{
  "formula": "C2H3Cl2NOSi",
  "method": "ωB97M-V/def2-TZVPD",
  "symbols": ["C", "Si", "Cl", "Cl", "O", "C", "N", "H", "H", "H"],
  "positions_angstrom": [[1.122171, 0.473121, 0.074835], [-0.679215, 0.799879, 0.053889], [-1.477995, 0.929599, 1.872344], [-1.456264, 2.157933, -1.260159], [-1.348722, -0.847646, -0.701529], [-0.676864, -1.832463, -0.338240], [-0.034460, -2.767117, -0.057930], [1.684431, 0.471848, -0.902786], [1.687640, 1.158766, 0.818523], [1.179278, -0.543923, 0.441055]],
  "forces_ev_per_angstrom": [[1.603, 1.409, 0.274], [-0.611, -1.926, -2.141], [-0.210, 0.080, 0.353], [0.261, -0.373, 0.499], [-0.200, 3.898, 0.668], [1.567, -2.914, 0.490], [-0.694, 1.028, -0.139], [-0.914, 0.223, 0.879], [-1.014, -1.093, -1.215], [0.213, -0.333, 0.333]],
  "gap_ev": 10.7279,
  "mol_weight_g_mol": 156.04,
  "e_above_lowest_ev": 0.312,
  "homo_ev": -10.53,
  "energy_ha": -1418.0008,
  "smiles": "C[Si](Cl)(Cl)OC#N",
  "multiplicity": 1
}